Here is 15 unconnected molecules or ions with the total composition H29O15 from OMol25. Energies are from wB97M-V/def2-TZVPD.

XYZ file:
```
44
Properties=species:S:1:pos:R:3:forces:R:3:lowdin_charge:R:1
O -0.893647 2.814773 0.322201 -5.1 0.1 -2.2 -0.05
H -0.371008 2.494700 0.985882 2.2 -1.4 2.6 -0.06
H 1.073189 -1.505138 2.240462 0.4 -1.9 0.7 0.02
O 0.790767 -3.563426 -1.212914 2.7 0.8 0.8 -0.15
H -0.013574 -3.466407 -0.769357 -2.8 -0.5 0.5 -0.05
H 1.126180 -2.749310 -0.644472 -0.1 -0.8 -1.9 0.03
O 0.910995 -0.592479 2.135600 -0.6 1.0 -2.0 -0.13
H -0.707022 -0.131656 2.526491 -0.3 2.0 1.2 0.04
H 4.041021 -1.375186 2.297694 0.7 -1.3 2.5 0.00
O 4.039721 3.144748 -0.362367 1.2 0.9 5.4 0.02
H 3.699962 3.221810 -1.168195 -2.4 0.5 -5.4 -0.06
H 4.640252 2.435063 -0.371043 1.1 -1.4 0.0 0.02
O 1.217144 3.153812 -2.314146 -1.4 0.0 -3.9 -0.06
H 0.572273 2.693435 -2.964258 1.7 1.5 1.0 0.09
H -0.625148 -0.037185 -4.730931 -0.3 0.0 0.0 0.03
O -2.256274 -1.026645 -0.298987 -5.5 0.2 -0.2 -0.03
H -1.377403 -1.016765 -0.158542 5.7 0.3 0.6 -0.08
H -2.565790 -0.119816 -0.452886 0.4 -0.5 0.1 0.06
O -1.135039 0.689844 2.975784 -3.3 -5.6 0.9 -0.08
H 1.053632 2.576087 -1.623146 -0.2 -1.5 3.0 -0.04
H -0.678257 1.407032 2.751673 3.2 4.1 -1.5 -0.10
O -5.007258 -0.547889 1.564411 1.3 -0.8 0.8 -0.11
H -4.581411 -0.230098 2.400912 -0.5 -0.3 -1.2 0.05
H -1.829222 2.393444 0.519472 3.0 1.2 -0.5 0.11
O -3.510886 -1.476112 -2.487610 1.8 -0.4 -0.5 -0.12
H -2.533549 -1.628691 -2.244058 -2.4 0.4 -0.2 0.07
H -3.974889 -1.638028 -1.662695 0.3 0.0 0.1 0.00
O 0.585254 -1.189170 -0.436514 -6.5 -6.0 5.0 -0.28
H 1.107936 -0.610857 -0.740043 6.3 6.9 -3.8 -0.17
O 1.255484 3.415059 3.951425 -3.9 -1.0 2.5 -0.10
H 0.312509 3.041831 4.311118 3.5 1.4 -1.0 0.12
H 1.211214 3.071112 3.078271 0.4 -0.4 -1.4 -0.02
O 3.057764 -2.120555 -4.067311 4.2 1.3 1.4 -0.09
H 2.264585 -2.194542 -3.595480 -2.1 -0.4 1.2 -0.03
H 3.728703 -1.815144 -3.315082 -2.2 -1.0 -2.5 0.11
O -1.030546 0.504770 -5.415334 0.6 0.2 -0.3 -0.06
H -1.958886 0.596716 -5.214741 -0.3 -0.2 0.3 0.02
H -4.415269 -1.302057 1.296779 -0.7 1.2 0.3 0.04
O 3.745159 -0.959120 1.543875 6.8 -0.9 -3.5 0.05
H 2.926308 -0.709670 1.625836 -7.4 2.2 1.0 -0.11
H 0.635233 -0.689377 1.108272 0.6 0.1 0.3 0.05
O -1.642095 -2.073004 3.615108 -0.2 0.0 2.0 -0.08
H -1.243235 -1.770213 4.479214 -0.3 -0.2 -1.6 0.07
H -2.530670 -2.337940 3.927090 0.5 0.1 -0.5 0.04
```
Positions in Å, forces in eV/Å.

Calculated values
- Spin multiplicity: 1
- HOMO-LUMO gap: 8.39 eV
- HOMO level: -6.1340 eV
- Energy: -1145.9116 hartree
- LUMO energy: 0.083 Ha
- Charge: -1

Here is 2 unconnected molecules or ions with the total composition C2H3N3O3 from OMol25. Energies are from wB97M-V/def2-TZVPD.

XYZ file:
```
11
Properties=species:S:1:pos:R:3:forces:R:3:lowdin_charge:R:1
H 0.280012 0.373008 -0.887197 0.5 0.8 0.9 0.07
N 1.217601 0.875788 -0.822449 -0.4 -0.3 -0.9 0.24
C 2.024986 0.388473 -0.037952 -0.6 -1.6 0.0 -0.27
C 3.438905 0.466318 -0.061313 0.5 1.0 0.8 -0.15
N 4.565433 0.603097 0.079319 0.5 -0.1 -0.3 0.21
N 1.560883 -0.753105 0.981076 0.8 1.2 -0.8 -0.33
O 0.410400 -1.043349 0.822419 -0.2 -0.9 0.9 0.07
O 2.363227 -1.158203 1.780189 -0.3 -0.2 0.0 0.11
O -1.268213 -0.318971 -0.811568 1.0 1.2 -2.8 -0.02
H -1.985231 0.171772 -1.192626 -0.8 0.0 0.2 0.07
H -1.467959 -0.768894 -0.037771 -1.0 -1.0 2.1 0.01
```
Positions in Å, forces in eV/Å.

Calculated values
- Spin multiplicity: 1
- HOMO-LUMO gap: 9.90 eV
- HOMO level: -11.0187 eV
- Energy: -467.8486 hartree
- LUMO energy: -0.041 Ha
- Structure (SMILES): [H]/N=C(/C#N)[N+](=O)[O-].O
- Charge: 0

Here is a single C23H29N3O4 molecule from OMol25. Energies are from wB97M-V/def2-TZVPD.

XYZ file:
```
59
Properties=species:S:1:pos:R:3:forces:R:3:lowdin_charge:R:1
O 1.603554 1.156546 0.715562 0.1 0.2 -0.2 0.05
C 0.393419 1.285603 0.848621 0.0 0.4 0.2 -0.40
C -0.201336 2.648239 0.852855 0.0 0.2 0.5 -0.15
C 0.266905 3.620612 -0.074465 -0.1 0.2 0.1 0.01
C -0.220093 4.882043 -0.065398 0.2 -0.1 -0.1 0.02
C -1.207986 5.306956 0.897016 0.0 -0.1 0.1 -0.48
O -1.724790 6.403726 0.980184 -0.1 0.3 -0.1 0.04
N -1.562388 4.311993 1.812818 -0.2 0.1 0.2 0.15
C -1.100798 3.047497 1.796505 0.5 -0.5 -0.3 -0.03
N -0.472729 0.253944 1.038902 0.0 -0.2 0.2 0.05
C -1.823744 0.323316 0.469872 -0.4 0.2 -0.1 -0.05
C -1.972217 1.304185 -0.645499 0.2 -0.6 -0.7 -0.27
C -1.450278 1.315812 -1.905601 -0.2 -0.1 0.6 0.00
C -1.963043 2.475206 -2.536423 -0.4 0.3 0.2 -0.05
C -2.767607 3.073870 -1.619456 0.3 0.1 -0.8 -0.11
O -2.783872 2.372026 -0.472892 -0.2 -0.2 0.4 0.04
C 0.012469 -1.101361 1.405541 0.0 0.0 0.2 -0.30
C 0.368029 -1.789556 0.057841 0.2 0.3 0.5 -0.41
O -0.439065 -2.523350 -0.482342 -0.4 -0.3 -0.3 0.06
N 1.570833 -1.439833 -0.415932 0.4 0.1 0.0 0.14
C 2.192922 -1.738638 -1.699001 0.2 -0.1 -0.1 -0.26
C 1.569539 -2.912507 -2.461652 -0.2 -0.1 0.1 -0.14
C 0.582132 -2.259347 -3.422676 0.1 -0.1 -0.1 -0.19
C 1.335670 -1.019983 -3.898212 -0.1 0.0 0.0 -0.19
C 2.079732 -0.522831 -2.652921 0.1 0.0 -0.1 -0.13
C -1.113380 -1.887354 2.104341 0.0 -0.2 -0.3 -0.12
C -0.642064 -3.266584 2.564470 0.0 0.1 0.2 -0.18
C 0.543569 -3.170548 3.512650 0.1 -0.2 -0.2 -0.20
C 1.660445 -2.391055 2.833899 -0.2 0.1 0.3 -0.18
C 1.166906 -1.008825 2.416716 0.4 -0.2 -0.2 -0.12
H 1.015320 3.314972 -0.790541 0.1 0.0 -0.1 0.13
H 0.110269 5.624691 -0.773739 0.0 0.1 -0.1 0.12
H -2.232166 4.599062 2.516824 0.1 0.0 -0.1 0.17
H -1.465270 2.382489 2.565803 -0.1 0.0 0.0 0.14
H -2.037827 -0.664285 0.052178 0.0 0.1 0.1 0.13
H -2.565558 0.548993 1.242857 0.0 -0.1 -0.1 0.14
H -0.793665 0.584956 -2.329508 0.2 -0.3 -0.1 0.10
H -1.763030 2.806932 -3.533994 0.0 0.1 -0.2 0.10
H -3.360224 3.965811 -1.655682 -0.1 0.1 0.1 0.13
H 2.018738 -0.662591 0.058548 -0.2 -0.1 0.1 0.11
H 3.243438 -1.949095 -1.466484 -0.1 0.0 -0.1 0.14
H 1.092113 -3.625507 -1.796442 0.1 -0.1 0.0 0.11
H 2.353809 -3.422570 -3.023247 0.1 0.0 0.0 0.12
H 0.300470 -2.918190 -4.242246 -0.1 0.0 0.0 0.11
H -0.319039 -1.982069 -2.875340 -0.1 0.0 0.0 0.10
H 0.675856 -0.260259 -4.316171 0.0 0.0 -0.1 0.10
H 2.052765 -1.304522 -4.670152 0.0 0.0 -0.1 0.11
H 1.522435 0.271358 -2.154214 0.0 0.0 0.0 0.09
H 3.061576 -0.124515 -2.904489 0.0 0.1 0.0 0.11
H -1.951628 -2.050139 1.430142 0.0 0.1 0.0 0.11
H -1.461733 -1.308096 2.962502 0.0 0.1 0.0 0.13
H -0.363058 -3.850547 1.686499 -0.1 -0.1 0.0 0.11
H -1.475588 -3.775742 3.052423 0.0 0.0 -0.1 0.11
H 0.887934 -4.169642 3.784785 0.0 0.0 0.1 0.11
H 0.243760 -2.656822 4.429466 0.0 0.0 0.1 0.11
H 2.508898 -2.276488 3.511150 0.1 0.0 -0.1 0.11
H 2.003790 -2.936784 1.952682 0.1 0.0 0.0 0.12
H 2.006260 -0.433404 2.034946 -0.2 0.0 0.1 0.10
H 0.790622 -0.477796 3.296122 0.0 0.1 0.0 0.13
```
Positions in Å, forces in eV/Å.

Calculated values
- Spin multiplicity: 1
- HOMO-LUMO gap: 8.72 eV
- HOMO level: -8.2711 eV
- Energy: -1359.1004 hartree
- LUMO energy: 0.017 Ha
- Structure (SMILES): O=C(c1ccc(=O)[nH]c1)N(Cc1ccco1)C1(C(=O)NC2CCCC2)CCCCC1
- Charge: 0

Here is a molecular structure, C36H77F9Li2N4O8 from OMol25. Energies are from wB97M-V/def2-TZVPD.

XYZ file:
```
136
Properties=species:S:1:pos:R:3:forces:R:3:lowdin_charge:R:1
Li -1.335307 0.251240 0.208011 1.3 0.5 -0.4 0.54
Li 0.691933 1.644192 -0.441149 -0.9 -0.6 0.4 0.55
O -1.088193 2.096277 0.086925 -0.3 0.4 -0.5 -0.54
H -1.652671 2.816568 -0.255224 0.6 -0.7 0.3 -0.08
O 0.566525 -0.274412 -0.215924 -0.3 -0.3 0.1 -0.53
H 0.943755 -1.175618 -0.223302 -0.3 1.0 0.0 -0.09
C 4.811077 -3.894046 3.832042 -0.4 -0.3 -0.7 -0.07
C 4.281793 -4.623680 2.515374 1.5 1.4 1.8 -0.23
N 4.200476 -3.630774 1.432829 -0.8 -0.5 -1.4 -0.19
C 3.329540 -4.140651 0.320101 -0.2 0.0 2.0 -0.23
C 1.907871 -3.850309 0.775601 -0.8 0.5 -0.1 -0.11
C 5.511575 -3.088254 1.007560 -1.1 0.0 1.1 -0.26
C 6.583071 -4.122815 0.713827 0.3 0.7 0.3 -0.08
H 5.714376 -3.320445 3.624348 0.1 -0.2 0.1 0.05
H 4.988609 -4.567467 4.670543 0.2 -0.3 -0.3 0.06
H 4.085238 -3.186170 4.232256 -0.2 0.1 -0.4 0.05
H 4.985744 -5.416998 2.264001 0.1 -0.3 0.0 0.09
H 3.371856 -5.122059 2.849637 -0.4 0.4 -0.8 0.10
H 3.463847 -3.652506 -0.645190 0.5 0.2 0.2 0.11
H 3.483279 -5.213653 0.205517 0.0 -0.3 -0.3 0.10
H 1.529302 -4.266587 1.709142 0.5 -0.9 0.0 0.06
H 1.838091 -2.797838 1.050450 0.0 0.4 -0.6 0.06
H 1.180442 -4.089542 -0.000104 -0.1 0.1 -0.1 0.07
H 5.706410 -2.396635 1.827199 1.0 -0.2 0.1 0.09
H 5.392596 -2.376829 0.190359 -0.4 -0.4 -0.4 0.11
H 6.826062 -4.745013 1.575179 -0.2 -0.1 0.0 0.06
H 7.496146 -3.563412 0.510208 0.2 -0.2 -0.4 0.07
H 6.287453 -4.741719 -0.133330 0.2 0.0 0.0 0.08
C 1.278393 4.911464 -1.037433 -0.2 0.3 0.2 -0.05
C 2.379178 3.882799 -1.166097 0.6 -1.7 -1.7 -0.24
N 2.332048 2.750188 -0.251812 1.3 -0.4 2.4 -0.22
C 2.670612 3.258979 1.099695 -0.1 1.1 0.1 -0.26
C 2.233557 2.370818 2.225877 0.2 -1.5 -0.1 -0.06
C 3.246631 1.563599 -0.501592 -0.9 -0.6 -2.6 -0.20
C 3.044077 1.009395 -1.969865 -0.5 -0.1 0.6 -0.09
H 0.904733 5.160754 -2.030568 -0.1 -0.1 0.0 0.07
H 1.559868 5.865020 -0.590674 0.3 -0.2 0.1 0.07
H 0.460685 4.503925 -0.442984 -0.2 -0.1 0.0 0.07
H 2.237209 3.332363 -2.096125 -0.1 0.5 -0.6 0.08
H 3.396131 4.263954 -1.258962 0.2 0.5 0.3 0.13
H 3.716255 3.564695 1.135301 0.7 -0.7 0.0 0.12
H 2.261157 4.260060 1.234862 -0.7 -0.2 -0.2 0.09
H 2.475845 1.334460 1.990586 0.0 -0.2 -0.3 0.06
H 2.787648 2.457802 3.160488 -0.4 0.8 0.1 0.08
H 1.147123 2.356893 2.312885 0.0 0.3 0.4 0.08
H 2.928806 0.726864 0.120459 -0.3 0.3 0.2 0.08
H 4.323757 1.623097 -0.345488 0.1 1.1 0.3 0.12
H 3.419567 1.603309 -2.803160 0.2 0.2 0.3 0.05
H 1.988058 0.810970 -2.153016 -0.3 0.3 0.0 0.05
H 3.421561 -0.005293 -2.096388 0.6 0.0 0.3 0.08
C -4.668215 0.023868 2.671816 1.2 -0.5 -0.1 -0.04
C -3.310643 0.291775 1.934638 -0.6 0.2 0.7 -0.26
N -2.950261 -0.579256 0.852366 -1.2 -0.3 -1.9 -0.26
C -2.680107 -1.909379 1.319260 -0.3 -1.0 -0.8 -0.25
C -1.974983 -2.790001 0.254449 0.0 -0.7 2.0 -0.05
C -3.946277 -0.625906 -0.297285 0.1 -0.3 0.5 -0.21
C -4.337676 0.764179 -0.791656 0.5 -0.2 0.2 -0.06
H -5.408905 -0.409207 1.999564 -0.3 0.8 -0.2 0.07
H -4.936055 0.934621 3.207436 -0.5 -0.1 -0.3 0.07
H -4.585622 -0.751894 3.433048 0.4 0.0 0.2 0.06
H -3.273645 1.299474 1.520790 -0.1 0.1 0.3 0.08
H -2.462737 0.157126 2.606218 -0.2 0.6 0.5 0.10
H -2.127082 -1.906331 2.258545 0.4 0.4 -0.2 0.11
H -3.634437 -2.351586 1.605283 -0.3 -0.6 0.0 0.12
H -2.639344 -3.294346 -0.447229 0.1 0.7 -0.3 0.04
H -1.056254 -2.332415 -0.112479 -0.4 0.2 -0.5 0.05
H -1.613221 -3.619924 0.861458 0.2 -0.4 0.0 0.07
H -4.783798 -1.297204 -0.107522 -0.5 0.2 0.8 0.11
H -3.496916 -1.179575 -1.121685 0.6 0.3 -0.1 0.10
H -4.865158 1.426169 -0.104897 0.1 -0.3 0.5 0.07
H -4.977459 0.747789 -1.673990 0.4 -0.3 -0.2 0.08
H -3.351821 1.192317 -0.972975 -0.3 0.7 -0.5 0.05
C -3.654112 -4.547566 -2.649079 -1.0 0.1 1.2 -0.10
C -3.351429 -4.025989 -4.034398 -0.8 -1.1 -1.1 -0.29
N -2.717193 -2.752405 -4.230012 2.8 -0.8 1.1 -0.15
C -1.392190 -2.873288 -3.501697 -1.7 1.6 2.5 -0.24
C -0.879781 -1.503502 -3.122668 0.8 0.7 -1.5 -0.09
C -2.486622 -2.457907 -5.655074 0.9 0.4 0.2 -0.26
C -2.914598 -1.024009 -5.855789 -1.9 -0.3 -0.6 -0.09
H -4.292371 -5.431137 -2.653613 0.4 -0.5 -0.7 0.07
H -4.331123 -3.932918 -2.055826 0.2 0.9 -0.1 0.07
H -2.831618 -4.774946 -1.970907 0.2 0.0 -0.5 0.06
H -2.747242 -4.778991 -4.540427 0.1 -0.6 -0.2 0.11
H -4.281992 -3.988289 -4.600716 -0.3 -0.1 0.0 0.12
H -1.635905 -3.274131 -2.517816 -0.1 -0.6 -0.2 0.07
H -0.528216 -3.443098 -3.843726 -0.4 -0.4 -1.0 0.12
H -0.456403 -1.176363 -4.072325 0.7 0.8 0.1 0.06
H -1.602070 -0.720417 -2.892094 -0.4 -0.5 0.3 0.07
H -0.117273 -1.499809 -2.343789 0.1 -0.1 -0.1 0.05
H -3.015087 -3.161930 -6.297867 -0.4 0.2 0.0 0.11
H -1.443406 -2.584059 -5.944733 0.4 -0.2 0.3 0.11
H -3.973673 -1.170972 -5.643940 -0.3 0.9 0.4 0.07
H -2.968023 -0.660896 -6.882131 0.7 0.0 -0.1 0.07
H -2.514144 -0.288015 -5.158620 0.2 -0.3 -0.1 0.06
C 2.253537 1.009451 -5.563097 -0.2 1.4 0.5 -0.04
C 1.808248 2.383707 -5.082335 0.8 0.3 0.0 -0.24
O 0.489129 2.261705 -4.578329 -2.6 1.2 -0.2 0.00
C -0.246186 3.421631 -4.481506 1.6 -0.5 2.2 -0.32
O 0.204269 4.525191 -4.575191 0.0 -0.2 -1.0 0.16
C -1.647415 3.285889 -3.773983 1.1 0.8 -0.8 -0.58
F -1.887503 4.393959 -3.066884 0.4 -0.1 0.5 0.16
F -2.586900 3.266893 -4.694156 -1.0 -0.7 -0.9 0.18
F -1.707602 2.241059 -2.990216 -0.2 -0.6 0.3 0.19
H 3.086220 1.233946 -6.229676 0.0 -0.6 -0.1 0.08
H 1.364871 0.648503 -6.080867 0.4 -0.6 -0.2 0.09
H 2.570332 0.405986 -4.712452 -0.2 -0.3 -0.3 0.06
H 1.872492 3.089528 -5.910463 -0.4 0.1 0.0 0.13
H 2.405159 2.798877 -4.270286 0.2 0.0 -0.1 0.10
C -3.301938 4.884628 0.788007 1.4 0.0 1.4 -0.03
C -2.331985 4.452273 1.950153 -2.0 0.4 0.6 -0.19
O -1.131020 5.217506 1.874891 1.9 0.3 -0.4 0.02
C -0.230546 5.390916 2.853055 -1.5 -2.0 2.9 -0.34
O -0.221152 4.893819 3.981658 -0.2 0.7 -2.7 0.14
C 0.792217 6.483786 2.573174 1.2 -0.9 -0.5 -0.58
F 0.658125 7.460230 3.414425 -0.6 1.3 1.2 0.21
F 2.093500 6.063248 2.747852 -1.2 -0.1 -0.6 0.13
F 0.620518 6.953791 1.356460 0.5 0.4 -0.9 0.18
H -3.702412 5.863071 1.053294 -0.2 -0.1 -0.2 0.07
H -4.081942 4.124635 0.742253 -0.1 0.2 -0.2 0.07
H -2.757215 4.983354 -0.150942 -0.1 -0.2 0.0 0.07
H -2.305364 3.363745 2.000174 1.3 0.1 -0.4 0.10
H -2.765859 4.740277 2.907701 -0.3 0.0 0.1 0.12
C 0.551822 -2.616840 4.973015 -0.4 0.9 -0.4 -0.03
C 0.618960 -1.042274 4.904424 -0.2 -2.4 -1.1 -0.17
O -0.033688 -0.546331 6.053385 -0.4 0.4 2.3 0.03
C -1.256617 -0.035046 6.017383 -0.7 1.0 -4.7 -0.30
O -1.746701 0.355576 4.937910 0.4 -1.0 3.3 0.10
C -2.035806 0.129779 7.367173 1.8 -1.0 0.0 -0.57
F -3.308238 -0.174954 7.276285 -0.4 -0.4 -0.3 0.20
F -1.456689 -0.650136 8.319574 -0.5 0.3 -0.4 0.14
F -1.941090 1.379927 7.744379 0.1 1.0 0.4 0.20
H 0.328006 -3.024482 5.958839 0.1 0.3 0.1 0.08
H 1.453846 -3.095530 4.591842 -0.1 0.1 -0.1 0.06
H -0.293998 -2.825335 4.317878 0.1 -0.7 0.1 0.06
H 0.045274 -0.827386 4.002867 0.3 0.8 0.2 0.11
H 1.662633 -0.745190 4.801555 -0.3 0.7 0.5 0.13
```
Positions in Å, forces in eV/Å.

Calculated values
- Spin multiplicity: 1
- HOMO-LUMO gap: 8.78 eV
- HOMO level: -8.3938 eV
- Energy: -3152.6722 hartree
- LUMO energy: 0.014 Ha
- Charge: 0

Question: Which of these has the lowest HOMO level?
Answer: C2H3N3O3

Question: Look up the charge of the fourth one.
Answer: 0